# 1
# C6H6O

A structure of composition C6H6O (wB97M-V/def2-TZVPD, the Open Molecules 2025 dataset).

```
! RIJCOSX wB97M-V def2-TZVPD def2/J DEFGRID3
* xyz 0 1
H 0.24 2.17 0.44
H 0.07 0.60 1.53
C 0.50 -0.97 -0.80
H 1.70 -2.66 -0.86
O 0.19 -1.51 -3.31
H 1.73 -1.83 0.69
C -0.02 -0.94 -2.25
C 1.30 -1.84 -0.30
H -1.34 1.49 0.62
H -0.93 1.39 -2.31
C -0.57 0.41 -1.87
C -0.17 0.29 -0.59
C -0.28 1.13 0.56
*
```

Output
Energy above the lowest of the compared OMol25 structures with the same formula, charge and spin = 254.2 kJ/mol
Frontier orbital gap = 9.6208 eV
HOMO = -9.23 eV

***

# 2
# C6H6O

The molecule C6H6O (wB97M-V/def2-TZVPD, the Open Molecules 2025 dataset).

```
! RIJCOSX wB97M-V def2-TZVPD def2/J DEFGRID3
* xyz 0 1
H 0.70 -0.45 -1.84
C -1.26 -1.38 1.26
H 0.84 1.26 -1.38
H -1.02 1.97 0.42
C -0.99 0.39 -0.71
O -1.35 1.74 -0.46
C -1.29 -0.53 0.41
C 0.54 0.27 -1.02
H 2.90 -0.64 1.78
H -1.55 0.05 -1.60
H -1.09 -2.14 1.98
C 1.41 -0.11 0.13
C 2.16 -0.41 1.03
*
```

Output
Structure (SMILES) = C#CC[C@H](O)C#C
Energy above the lowest of the compared OMol25 structures with the same formula, charge and spin = 396.3 kJ/mol
Frontier orbital gap = 10.8814 eV
HOMO = -9.99 eV

***

# 3
# C6H6O

A cluster of 2 separate species, C6H6O in total (wB97M-V/def2-TZVPD, the Open Molecules 2025 dataset).

```
! RIJCOSX wB97M-V def2-TZVPD def2/J DEFGRID3
* xyz 0 1
O -0.24 0.09 2.10
C -0.74 -1.14 -1.01
H 0.15 -1.06 -1.63
C -1.34 0.18 -0.79
C 1.02 -0.28 2.11
H -0.52 0.61 1.31
H 3.31 0.82 -0.60
C 2.60 0.52 0.14
C 1.78 0.19 0.97
H -1.46 -1.81 -1.50
C -1.83 1.26 -0.58
H -0.45 -1.60 -0.06
H -2.29 2.22 -0.45
*
```

Output
Energy above the lowest of the compared OMol25 structures with the same formula, charge and spin = 606.8 kJ/mol
Frontier orbital gap = 8.5407 eV
HOMO = -8.69 eV

***

# 4
# C6H6O

The molecule C6H6O (wB97M-V/def2-TZVPD, the Open Molecules 2025 dataset).

```
! RIJCOSX wB97M-V def2-TZVPD def2/J DEFGRID3
* xyz 0 1
H -1.27 1.58 2.10
C -0.75 0.99 1.36
H -2.46 -0.26 1.03
C -1.43 -0.08 0.76
C -0.97 -0.69 -0.39
H -1.61 -1.22 -1.07
O 0.98 -1.44 -1.49
C 1.04 0.60 -0.20
H 1.92 -1.26 -1.61
C 0.40 -0.53 -0.67
H 1.04 2.22 1.11
C 0.47 1.35 0.83
H 2.08 0.77 -0.44
*
```

Output
Structure (SMILES) = Oc1ccccc1
Energy above the lowest of the compared OMol25 structures with the same formula, charge and spin = 30.4 kJ/mol
Frontier orbital gap = 9.4496 eV
HOMO = -8.56 eV

***

# 5
# C6H6O

The molecule C6H6O (wB97M-V/def2-TZVPD, the Open Molecules 2025 dataset).

```
! RIJCOSX wB97M-V def2-TZVPD def2/J DEFGRID3
* xyz 0 1
C 0.37 -1.16 0.51
H 1.02 -1.81 -0.08
H -0.14 -1.16 2.38
C -0.11 1.77 -1.27
C 0.92 0.27 0.50
H -1.13 -1.26 -1.18
H 0.67 2.49 -1.05
O 0.15 -1.81 1.73
C -0.10 0.66 -0.53
H -1.71 -0.53 0.33
C -0.84 -0.65 -0.32
H -0.82 2.03 -2.05
C 1.71 1.16 1.02
*
```

Output
Energy above the lowest of the compared OMol25 structures with the same formula, charge and spin = 522.4 kJ/mol
Frontier orbital gap = 8.6976 eV
HOMO = -9.30 eV

***

# 6
# C6H6O2

The molecule C6H6O2 (wB97M-V/def2-TZVPD, the Open Molecules 2025 dataset).

```
! RIJCOSX wB97M-V def2-TZVPD def2/J DEFGRID3
* xyz 0 1
C -0.35 1.23 -1.14
H 0.88 -2.54 0.86
H -1.07 2.11 -1.44
C -0.89 -0.02 -1.05
H 0.42 -1.73 -1.37
C -0.18 -0.66 1.78
O -0.32 -0.95 3.04
C 0.94 1.67 -0.55
C -0.05 -1.15 -0.48
O 1.39 2.83 -0.19
C 0.19 -1.57 0.71
H -0.42 0.33 1.24
H -2.08 -0.26 -1.16
H 1.52 0.71 -0.25
*
```

Output
Structure (SMILES) = O=C/C=C\C=C/C=O
Energy above the lowest of the compared OMol25 structures with the same formula, charge and spin = 350.2 kJ/mol
Frontier orbital gap = 9.0308 eV
HOMO = -10.12 eV

***

# 7
# C6H6O2

The molecule C6H6O2 (wB97M-V/def2-TZVPD, the Open Molecules 2025 dataset).

```
! RIJCOSX wB97M-V def2-TZVPD def2/J DEFGRID3
* xyz 0 1
H 1.59 0.16 2.13
C -0.80 0.21 -1.46
H -3.06 0.91 -1.61
O 0.43 -0.14 -0.92
C 2.39 -1.05 0.62
H -1.33 0.88 1.68
H 2.17 -1.42 -0.35
H -0.94 -0.10 -2.50
C 1.54 -0.16 1.15
C -0.94 0.69 0.73
O -2.91 0.91 -0.64
C 0.37 0.09 0.36
C -1.59 0.60 -0.48
H 3.09 -1.57 1.28
*
```

Output
Structure (SMILES) = C=Cc1cc(O)co1
Energy above the lowest of the compared OMol25 structures with the same formula, charge and spin = 156.2 kJ/mol
Frontier orbital gap = 8.5891 eV
HOMO = -7.88 eV

***

# 8
# C6H6O2

The molecule C6H6O2 (wB97M-V/def2-TZVPD, the Open Molecules 2025 dataset).

```
! RIJCOSX wB97M-V def2-TZVPD def2/J DEFGRID3
* xyz 0 1
H 1.48 -0.08 1.62
C -0.18 0.90 -0.03
O -0.09 -1.37 -0.14
C 1.31 0.62 -0.22
H 1.78 1.35 -0.74
O -0.65 2.04 -0.05
H 1.68 -1.37 -1.29
H 3.02 -0.36 0.57
C -1.16 -0.30 -0.05
H -3.00 -1.57 0.62
C -2.38 -0.65 0.24
C 1.16 -0.93 -0.46
H -3.11 0.15 -0.26
C 1.92 -0.21 0.69
*
```

Output
Structure (SMILES) = C=C1O[C@@H]2C[C@@H]2C1=O
Energy above the lowest of the compared OMol25 structures with the same formula, charge and spin = 377.4 kJ/mol
Frontier orbital gap = 8.9773 eV
HOMO = -8.95 eV

***

# 9
# C6H6O2

A structure of composition C6H6O2 (wB97M-V/def2-TZVPD, the Open Molecules 2025 dataset).

```
! RIJCOSX wB97M-V def2-TZVPD def2/J DEFGRID3
* xyz 0 1
C -1.85 0.18 -0.26
H -1.34 2.11 -2.63
H 1.20 -2.51 2.41
O -1.17 -0.54 0.68
H 0.91 0.83 -1.82
C 1.78 -1.50 1.82
C 0.08 -0.25 0.20
C 0.14 0.67 -0.84
C 1.44 -0.46 0.91
O -1.90 1.20 -2.45
H 2.03 0.81 0.77
C -1.24 0.70 -1.33
H -2.93 -0.01 0.00
H 2.86 -1.25 2.52
*
```

Output
Energy above the lowest of the compared OMol25 structures with the same formula, charge and spin = 609.8 kJ/mol
Frontier orbital gap = 8.6662 eV
HOMO = -8.22 eV

***

# 10
# C6H6O2S

The molecule C6H6O2S (wB97M-V/def2-TZVPD, the Open Molecules 2025 dataset).

```
! RIJCOSX wB97M-V def2-TZVPD def2/J DEFGRID3
* xyz 0 1
H -2.41 -0.35 0.28
H 1.20 2.62 0.00
H 2.97 1.38 0.85
H -1.66 2.20 -0.08
C -1.96 -2.33 0.43
C -1.71 -1.08 0.12
O 3.10 -1.40 -0.29
C 1.05 1.62 -0.19
C -0.13 1.13 -0.59
H -2.62 -2.68 1.16
S -0.39 -0.55 -0.93
C 2.31 0.90 0.10
O -1.11 2.04 -0.83
C 2.69 -0.35 -0.05
H -1.33 -3.13 0.02
*
```

Output
Structure (SMILES) = C=CS/C(O)=C\C=C=O
Energy above the lowest of the compared OMol25 structures with the same formula, charge and spin = 230.8 kJ/mol
Frontier orbital gap = 8.7648 eV
HOMO = -8.12 eV

***

# 11
# C6H6O3S

The molecule C6H6O3S (wB97M-V/def2-TZVPD, the Open Molecules 2025 dataset).

```
! RIJCOSX wB97M-V def2-TZVPD def2/J DEFGRID3
* xyz 0 1
S 0.95 -1.01 -1.99
C 1.30 -0.89 -0.22
C -1.37 0.07 0.21
H 3.20 -0.52 0.01
C 0.35 -1.55 0.71
O -0.95 2.06 -1.04
O 1.93 1.35 -1.16
H -1.68 2.35 -0.50
H -2.26 0.39 0.54
H 0.73 -2.58 1.12
O 2.60 -1.27 0.06
C 0.96 0.42 -0.79
H -1.64 -1.45 1.75
C -0.88 -1.07 0.94
H 1.72 1.70 -2.02
C -0.53 0.87 -0.53
*
```

Output
Structure (SMILES) = OC1=CC=C[C@@]2(O)S[C@@]12O
Energy above the lowest of the compared OMol25 structures with the same formula, charge and spin = 190.5 kJ/mol
Frontier orbital gap = 8.7793 eV
HOMO = -8.26 eV

***

# 12
# C6H6OS

The molecule C6H6OS (wB97M-V/def2-TZVPD, the Open Molecules 2025 dataset).

```
! RIJCOSX wB97M-V def2-TZVPD def2/J DEFGRID3
* xyz 0 1
C 0.55 -0.41 0.89
H -0.54 1.47 -1.51
H -2.23 -0.77 -1.16
C 0.40 1.06 0.68
C 1.02 0.24 -0.37
C -1.37 -0.26 -0.37
H 1.77 0.02 -1.08
H -1.06 -2.03 0.62
C -0.78 -1.03 0.70
O -3.53 -0.80 1.14
S -2.28 -0.05 1.19
H 0.96 1.81 1.19
H 1.36 -0.86 1.46
C -0.34 0.74 -0.67
*
```

Output
Energy above the lowest of the compared OMol25 structures with the same formula, charge and spin = 387.2 kJ/mol
Frontier orbital gap = 9.7456 eV
HOMO = -8.82 eV

***

# 13
# C6H6S

The molecule C6H6S (wB97M-V/def2-TZVPD, the Open Molecules 2025 dataset).

```
! RIJCOSX wB97M-V def2-TZVPD def2/J DEFGRID3
* xyz 0 1
H 1.20 -2.89 -0.67
H 3.26 1.48 0.40
H 1.87 2.58 0.36
C -1.29 0.12 0.28
C 1.19 0.82 -0.06
H -0.67 -0.25 1.06
S -0.38 1.41 -0.53
C -2.57 -0.18 -0.12
H -3.04 -0.86 0.53
H -3.24 0.22 -0.76
C 1.36 -0.64 -0.45
C 1.37 -1.84 -0.59
C 2.22 1.55 0.43
*
```

Output
Structure (SMILES) = C#CC(=C)SC=C
Energy above the lowest of the compared OMol25 structures with the same formula, charge and spin = 428.6 kJ/mol
Frontier orbital gap = 9.0118 eV
HOMO = -8.54 eV

***

# 14
# C6H6S

The molecule C6H6S (wB97M-V/def2-TZVPD, the Open Molecules 2025 dataset).

```
! RIJCOSX wB97M-V def2-TZVPD def2/J DEFGRID3
* xyz 0 3
C 0.37 0.08 -0.68
C -0.87 -0.12 1.97
H 1.04 2.05 -0.67
C -0.58 0.33 0.48
C 0.20 1.50 -1.10
C -0.72 1.76 0.15
H 0.12 -0.72 -1.27
C -1.85 -0.18 0.86
H -0.60 -1.13 2.10
H -0.65 0.70 2.61
H -0.18 1.93 -2.07
S -1.13 3.03 1.07
H 1.52 -0.08 -0.37
*
```

Output
Energy above the lowest of the compared OMol25 structures with the same formula, charge and spin = 109.3 kJ/mol
Frontier orbital gap (alpha / beta) = 7.9077 / 6.9469 eV
HOMO (alpha / beta) = -7.87 / -8.60 eV

***

# 15
# C6H7Br

The molecule C6H7Br (wB97M-V/def2-TZVPD, the Open Molecules 2025 dataset).

```
! RIJCOSX wB97M-V def2-TZVPD def2/J DEFGRID3
* xyz 0 1
H -0.43 2.69 0.79
H 1.78 -0.15 1.17
H -1.86 -3.56 0.22
C 1.49 -0.53 0.09
C -0.59 -1.73 -0.15
C -0.20 2.10 -0.11
Br -2.64 0.66 -0.15
H 0.82 1.79 -0.06
C -1.18 -2.79 -0.07
C -0.83 0.74 -0.07
H -0.26 2.65 -1.04
C 0.05 -0.46 -0.04
H 1.75 -1.55 -0.04
H 2.11 0.14 -0.54
*
```

Output
Structure (SMILES) = C#C/C(C)=C(/C)Br
Energy above the lowest of the compared OMol25 structures with the same formula, charge and spin = 185.9 kJ/mol
Frontier orbital gap = 8.4886 eV
HOMO = -8.12 eV

***

# 16
# C6H7Br

The molecule C6H7Br (wB97M-V/def2-TZVPD, the Open Molecules 2025 dataset).

```
! RIJCOSX wB97M-V def2-TZVPD def2/J DEFGRID3
* xyz 0 1
H 0.34 -1.12 2.70
H -1.25 1.47 0.25
H -0.85 -1.91 1.80
C 0.46 -0.66 0.57
H -2.01 0.02 -0.37
C 1.91 1.04 -2.13
C -0.36 -0.88 1.84
C 0.12 0.13 -0.49
Br 2.05 -1.60 0.48
C 1.11 0.58 -1.37
C -1.22 0.83 -0.57
H -1.15 -0.14 1.88
H 2.42 0.97 -3.05
H -1.58 1.27 -1.51
*
```

Output
Structure (SMILES) = C#C/C(C)=C(/C)Br
Energy above the lowest of the compared OMol25 structures with the same formula, charge and spin = 156.3 kJ/mol
Frontier orbital gap = 9.1134 eV
HOMO = -8.52 eV

***

# 17
# C6H7Br2O2

The ion C6H7Br2O2 with charge -1 (wB97M-V/def2-TZVPD, the Open Molecules 2025 dataset).

```
! RIJCOSX wB97M-V def2-TZVPD def2/J DEFGRID3
* xyz -1 1
Br 2.90 0.59 0.51
O 1.74 2.65 -0.82
C 0.75 1.91 -0.78
C 0.19 -0.14 1.01
H 0.91 -0.37 1.87
H -0.24 -1.26 -2.31
Br 1.50 -2.48 -0.20
H -1.62 0.65 0.61
C -0.72 -1.34 -1.31
C -1.17 0.33 1.48
C 1.02 0.66 -0.02
H -1.65 -0.42 2.06
O -0.34 2.04 -1.35
C 0.38 -0.92 -0.34
H -0.92 -2.34 -1.20
H -1.05 1.21 2.11
H -1.69 -0.79 -1.32
*
```

Output
Structure (SMILES) = C[C@H]1[C@](C)(Br)[C@@]1(Br)C(=O)[O-]
Frontier orbital gap = 7.3995 eV
HOMO = -4.37 eV